2 unconnected molecules or ions with the total composition H5NO in a non-equilibrium geometry. Source: OMol25; level of theory: wB97M-V/def2-TZVPD.

Geometry as ORCA input:
```
! wB97M-V def2-TZVPD RIJCOSX def2/J DEFGRID3
* xyz 0 1
N -1.508 0.085 -0.160
H -2.015 -0.401 0.613
H -0.995 -0.526 -0.888
H -0.810 0.752 0.103
O 1.526 -0.018 -0.195
H 1.744 -0.644 0.482
H 2.057 0.753 0.046
*
```

Computed properties:
ΔE to the lowest compared entry with this formula, charge and spin = 11.0 kcal/mol
Largest force on an atom = 2.73 eV/A
Kohn-Sham gap = 10.04 eV
Electronic energy = -3618.4418 eV

Löwdin atomic charge list, values in e, 2 entries: number 1, N, carries -0.034; number 2, H, carries 0.017